22
Properties=species:S:1:pos:R:3:forces:R:3 method="wB97M-V/def2-TZVPD" charge=+3 largest_force_ev_per_a=1.429 total_energy_ha=-1578.44839 multiplicity=4
Cr 0.1546 -0.0030 -0.1648 1.0247 0.7723 0.4763
O -1.3669 1.3299 -0.5542 0.6296 -1.0222 -0.7751
H -2.2540 1.0455 -0.7743 -0.5749 -0.2304 -0.2093
H -1.4714 2.2341 -0.2579 0.2945 0.8197 0.1687
O -0.3854 -1.9673 0.2844 0.1163 1.1119 -0.4915
H -0.9219 -2.4705 -0.3281 -0.7385 -0.3172 -0.3191
H 0.0937 -2.6289 0.7834 0.5610 -0.3030 0.5940
O -2.3686 -0.4607 1.1450 0.4027 0.1460 -0.4561
H -3.1291 -0.3312 0.5782 -0.7004 -0.2688 0.1325
H -2.6970 -0.2954 2.0287 -0.3010 -0.0718 0.5065
O 0.6139 -0.6872 -2.0563 -0.4688 0.3793 0.8583
H 1.5028 -0.8664 -2.3629 0.7345 -0.0654 -0.2010
H 0.0489 -0.9967 -2.7641 -0.7701 -0.2063 -0.5644
O 1.3124 1.6339 -0.8564 -0.8044 -0.6464 0.7972
H 1.5177 1.8458 -1.7670 -0.2551 0.1957 -0.9055
H 2.0839 1.9153 -0.3646 0.5360 0.2953 0.5912
O 1.9941 -0.7057 0.3622 -0.5761 0.0574 -0.2789
H 2.4675 -0.6564 1.1927 0.1763 0.1909 0.9197
H 2.6243 -1.0837 -0.2511 0.4196 -0.4269 -0.5136
O 0.1259 0.8868 1.6934 0.5061 -0.5671 -0.8900
H -0.0952 1.7988 1.8822 -0.1958 0.7938 -0.0752
H 0.1498 0.4631 2.5514 -0.0162 -0.6368 0.6354

***

5
Properties=species:S:1:pos:R:3:forces:R:3 method="wB97M-V/def2-TZVPD" largest_force_ev_per_a=1.498 total_energy_ha=-568.68913 multiplicity=2
Cs -2.4792 0.2414 0.9349 0.9882 0.8736 -0.7102
Li 2.6101 -3.6386 -0.7379 -0.0113 0.4460 0.0446
P 1.7427 -1.3068 -0.6401 0.6998 0.1032 0.7138
F -0.7993 2.0514 -0.4000 -0.9334 -0.7584 0.6529
F 2.8825 -0.5703 0.3817 -0.7434 -0.6644 -0.7011

***

4
Properties=species:S:1:pos:R:3:forces:R:3 method="wB97M-V/def2-TZVPD" charge=+1 largest_force_ev_per_a=3.491 total_energy_ha=-96.33544
Cs -1.5888 0.9310 -0.6920 -2.7782 1.9215 -0.8832
O 0.3003 -0.1966 0.5257 0.6571 -0.3597 0.2465
H 1.2391 -0.3816 0.5511 0.5163 -0.2043 0.3556
H 0.0495 -0.3528 -0.3848 1.6048 -1.3575 0.2811

***

16
Properties=species:S:1:pos:R:3:forces:R:3 method="wB97M-V/def2-TZVPD" charge=+1 largest_force_ev_per_a=9.079 total_energy_ha=-2022.21880
Cu 0.0845 0.1571 -0.0991 -0.7070 2.6850 -2.6331
O 0.9573 -0.0637 -1.5679 3.3794 -1.2771 -5.1601
H 0.8320 -1.0125 -1.5870 0.2265 -0.6787 -0.6021
H 1.0301 0.1873 -2.4888 0.0686 0.3946 -0.4963
O -0.3163 -1.6097 0.1499 0.7162 -6.9212 0.4379
H 0.2510 -2.2818 0.5277 0.3766 -0.7805 0.1466
H -1.2019 -1.9586 0.2510 -0.2973 -0.3637 -0.0199
O -1.5901 0.0164 0.0932 -8.9018 1.6191 0.7529
H -2.0520 0.1307 0.9237 -0.5074 0.1569 0.4502
H -2.2751 -0.2222 -0.5315 -0.6392 0.2325 -0.5046
O 0.2564 1.9991 -0.0419 0.1079 4.1115 0.1265
H 0.4097 2.8452 -0.4622 0.1631 0.5007 -0.3384
H -0.3729 2.1875 0.6543 -0.0878 0.4975 0.2951
O 1.0264 0.1020 1.2956 4.9519 -0.1511 6.5303
H 1.7951 -0.1084 0.7654 1.1499 0.1480 0.3623
H 1.1656 -0.3684 2.1175 0.0002 -0.1734 0.6527

***

2
Properties=species:S:1:pos:R:3:forces:R:3 method="wB97M-V/def2-TZVPD" largest_force_ev_per_a=1.924 total_energy_ha=-1938.15348
Cu -10.0135 20.6395 9.4866 0.9537 1.2080 -1.1554
I -8.6434 22.3748 7.8271 -0.9537 -1.2080 1.1554

***

7
Properties=species:S:1:pos:R:3:forces:R:3 method="wB97M-V/def2-TZVPD" charge=+2 largest_force_ev_per_a=4.602 total_energy_ha=-1401.91192 multiplicity=8
H 1.2768 0.6168 -1.2395 2.2601 0.2619 4.0002
P 0.7235 0.2202 0.6362 -0.0591 -0.0085 -2.6713
F 0.0287 1.1611 1.6500 1.0658 -1.3363 -0.7628
F 0.8827 -1.1659 1.2978 -0.3289 1.6820 -0.0674
O 1.9571 0.6977 -0.1341 -0.6425 0.2218 -1.5563
O -0.1227 0.1166 -0.6809 -3.0891 -1.0369 0.8488
Eu -2.3543 -0.4634 -1.5474 0.7936 0.2161 0.2088